1.
ORCA calculation (ωB97M-V/def2-TZVPD) on a cluster of 22 separate species, C16H61ClN6O27P3S in total.

Each atom is followed by the atoms it is bonded to, with distances in Å.
CARTESIAN COORDINATES (ANGSTROEM)
1 C 1.892 -4.862 -0.455  C2 1.199, H34 1.069
2 C 1.687 -3.730 -0.115  C1 1.199, C3 1.485
3 C 1.420 -2.290 0.126  C2 1.485, C4 1.588, N24 1.495, H35 1.093
4 C 2.809 -1.666 0.579  C3 1.588, O5 1.476, P8 1.933, C11 1.516
5 O 3.271 -2.720 1.504  C4 1.476, C6 1.293
6 C 4.466 -3.176 1.310  O5 1.293, N7 1.152
7 N 5.497 -3.618 1.048  C6 1.152
8 P 2.641 -0.104 1.704  C4 1.933, O9 1.632, Cl10 2.076
9 O 1.301 -0.391 2.591  P8 1.632, H36 0.977
10 Cl 4.172 -0.268 3.096  P8 2.076
11 C 3.751 -1.336 -0.563  C4 1.516, S12 1.837, C13 1.565, H37 1.088
12 S 5.154 -0.263 -0.057  C11 1.837, H38 1.347
13 C 2.908 -0.426 -1.519  C11 1.565, O14 1.444, C17 1.553, H39 1.091
14 O 3.747 0.040 -2.597  C13 1.444, C15 1.310
15 C 3.838 1.347 -2.615  O14 1.310, N16 1.152
16 N 3.975 2.456 -2.334  C15 1.152
17 C 1.633 -1.104 -2.093  C13 1.553, C18 1.589, P21 1.950, N24 1.525
18 C 2.255 -2.313 -2.915  C17 1.589, C19 1.540, H40 1.091, H41 1.085
19 C 1.850 -2.535 -4.384  C18 1.540, N20 1.264, H42 1.091
20 N 1.134 -3.500 -4.775  C19 1.264, H43 1.020
21 P 0.741 -0.139 -3.532  C17 1.950, O22 1.640, O23 1.623
22 O -0.442 0.907 -3.090  P21 1.640, H44 0.967
23 O 1.807 0.806 -4.311  P21 1.623, H45 0.965
24 N 0.705 -1.584 -0.982  C3 1.495, C17 1.525, C25 1.524, P31 1.946
25 C -0.079 -0.475 -0.290  N24 1.524, C26 1.390, N30 1.301
26 C -1.210 -0.871 0.414  C25 1.390, C27 1.400, H46 1.083
27 C -1.967 0.109 1.066  C26 1.400, C28 1.387, H47 1.078
28 C -1.442 1.388 0.955  C27 1.387, C29 1.385, H48 1.085
29 C -0.277 1.690 0.269  C28 1.385, N30 1.336, H49 1.081
30 N 0.399 0.732 -0.372  C25 1.301, C29 1.336
31 P -0.549 -2.734 -1.926  N24 1.946, N32 1.682, O33 1.637
32 N -1.919 -1.848 -2.335  P31 1.682, H50 1.018, H51 1.018
33 O -1.106 -3.680 -0.711  P31 1.637, H52 0.976
34 H 1.921 -5.919 -0.604  C1 1.069
35 H 0.849 -2.290 1.058  C3 1.093
36 H 1.496 -0.279 3.541  O9 0.977
37 H 4.138 -2.197 -1.103  C11 1.088
38 H 6.144 -1.159 -0.229  S12 1.347
39 H 2.695 0.459 -0.918  C13 1.091
40 H 3.338 -2.188 -2.967  C18 1.091
41 H 2.105 -3.285 -2.455  C18 1.085
42 H 2.264 -1.922 -5.186  C19 1.091
43 H 0.824 -4.061 -3.982  N20 1.020
44 H -1.046 0.950 -3.843  O22 0.967
45 H 2.647 0.385 -4.531  O23 0.965
46 H -1.535 -1.901 0.494  C26 1.083
47 H -2.868 -0.106 1.619  C27 1.078
48 H -1.967 2.194 1.456  C28 1.085
49 H 0.075 2.712 0.243  C29 1.081
50 H -2.097 -0.940 -1.908  N32 1.018
51 H -1.891 -1.729 -3.345  N32 1.018
52 H -1.878 -4.162 -1.066  O33 0.976
53 O -1.598 4.531 2.267  H54 0.960, H55 0.963
54 H -0.906 4.699 2.911  O53 0.960
55 H -2.388 4.425 2.808  O53 0.963
56 O 1.905 -5.466 -7.433  H57 0.966, H58 0.962
57 H 1.632 -4.825 -6.764  O56 0.966
58 H 1.304 -6.208 -7.315  O56 0.962
59 O 1.138 -0.350 5.785  H60 0.962, H61 0.963
60 H 0.956 -1.227 6.136  O59 0.962
61 H 0.891 0.247 6.498  O59 0.963
62 O -1.638 3.473 4.801  H63 0.967, H64 0.962
63 H -1.302 4.213 5.324  O62 0.967
64 H -1.006 2.763 4.957  O62 0.962
65 O 3.804 -5.222 -4.756  H66 0.964, H67 0.965
66 H 4.703 -5.330 -5.087  O65 0.964
67 H 3.248 -5.415 -5.521  O65 0.965
68 O -3.706 0.877 3.823  H69 0.963, H70 0.968
69 H -4.434 0.287 4.045  O68 0.963
70 H -3.948 1.722 4.227  O68 0.968
71 O 3.952 -3.109 -7.680  H72 0.960, H73 0.965
72 H 3.729 -2.452 -7.016  O71 0.960
73 H 3.325 -3.828 -7.533  O71 0.965
74 O -1.788 0.370 6.345  H75 0.966, H76 0.962
75 H -2.089 0.443 5.430  O74 0.966
76 H -2.047 -0.519 6.604  O74 0.962
77 O -4.914 3.775 3.452  H78 0.962, H79 0.970
78 H -5.568 3.912 4.144  O77 0.962
79 H -5.186 4.387 2.750  O77 0.970
80 O -3.741 -4.741 -0.080  H81 0.962, H82 0.963
81 H -3.784 -4.042 0.579  O80 0.962
82 H -4.365 -5.403 0.233  O80 0.963
83 O -6.590 5.577 1.877  H84 0.963, H85 0.962
84 H -7.424 5.288 2.260  O83 0.963
85 H -6.795 5.703 0.946  O83 0.962
86 O 5.279 -7.690 -5.211  H87 0.967, H88 0.961
87 H 5.043 -7.956 -4.312  O86 0.967
88 H 4.663 -8.160 -5.779  O86 0.961
89 O 4.211 -7.675 -2.457  H90 0.961, H91 0.961
90 H 3.473 -8.202 -2.137  O89 0.961
91 H 3.940 -6.765 -2.301  O89 0.961
92 O -4.567 8.113 2.094  H93 0.962, H94 0.965
93 H -4.702 8.713 2.834  O92 0.962
94 H -5.240 7.429 2.201  O92 0.965
95 O 0.248 5.220 6.137  H96 0.964, H97 0.963
96 H 0.505 5.985 6.664  O95 0.964
97 H 0.921 4.559 6.329  O95 0.963
98 O -2.204 7.969 0.038  H99 0.963, H100 0.966
99 H -1.472 8.088 0.652  O98 0.963
100 H -2.991 7.985 0.599  O98 0.966
101 O -3.023 5.276 7.261  H102 0.962, H103 0.962
102 H -2.138 5.226 6.888  O101 0.962
103 H -3.608 5.200 6.502  O101 0.962
104 O 3.641 -7.158 0.309  H105 0.965, H106 0.963
105 H 3.986 -6.307 0.606  O104 0.965
106 H 4.242 -7.804 0.694  O104 0.963
107 O -7.046 3.935 -0.390  H108 0.962, H109 0.964
108 H -6.766 3.023 -0.518  O107 0.962
109 H -6.558 4.422 -1.064  O107 0.964
110 O -2.664 2.083 -1.594  H111 0.963, H112 0.963
111 H -1.978 1.856 -2.231  O110 0.963
112 H -2.881 3.004 -1.770  O110 0.963
113 O -2.339 11.029 1.026  H114 0.962, H115 0.965
114 H -2.328 11.534 0.208  O113 0.962
115 H -2.296 10.109 0.738  O113 0.965

Results
Net charge ... +1
HOMO ... -0.4192 Ha
HOMO-LUMO gap ... 0.3275 Eh
2S+1 ... 1
DFT total energy ... -4888.36963 Eh

2.
ORCA calculation (ωB97M-V/def2-TZVPD) on a cluster of 15 separate species, C16H62O23 in total.

Each atom is followed by the atoms it is bonded to, with distances in Å.
CARTESIAN COORDINATES (ANGSTROEM)
1 C 0.215 -0.510 0.720  C2 1.510, O4 1.428, H5 1.095, H6 1.094
2 C -0.104 0.781 0.005  C1 1.510, O3 1.427, H7 1.091, H8 1.097
3 O -1.383 0.739 -0.626  C2 1.427, H9 0.969
4 O 0.519 -1.499 -0.263  C1 1.428, H10 0.985
5 H -0.695 -0.717 1.293  C1 1.095
6 H 1.050 -0.450 1.423  C1 1.094
7 H 0.631 1.121 -0.726  C2 1.091
8 H -0.203 1.559 0.773  C2 1.097
9 H -1.267 0.742 -1.588  O3 0.969
10 H 0.024 -2.337 -0.110  O4 0.985
11 C -1.975 -2.333 -4.090  C12 1.528, O14 1.425, H15 1.091, H16 1.097
12 C -2.821 -1.977 -2.868  C11 1.528, O13 1.439, H17 1.091, H18 1.088
13 O -3.384 -3.188 -2.332  C12 1.439, H19 0.961
14 O -0.873 -3.161 -3.733  C11 1.425, H20 0.965
15 H -1.668 -1.398 -4.561  C11 1.091
16 H -2.598 -2.819 -4.851  C11 1.097
17 H -3.658 -1.325 -3.121  C12 1.091
18 H -2.179 -1.508 -2.126  C12 1.088
19 H -4.106 -3.451 -2.910  O13 0.961
20 H -1.261 -4.006 -3.475  O14 0.965
21 C 2.164 -3.656 4.179  C22 1.492, O24 1.439, H25 1.105, H26 1.095
22 C 1.301 -4.004 3.013  C21 1.492, O23 1.428, H27 1.088, H28 1.099
23 O -0.093 -3.833 3.271  C22 1.428, H29 0.985
24 O 2.131 -2.254 4.503  C21 1.439, H30 0.964
25 H 3.220 -3.780 3.877  C21 1.105
26 H 2.150 -4.274 5.083  C21 1.095
27 H 1.441 -5.018 2.644  C22 1.088
28 H 1.530 -3.266 2.232  C22 1.099
29 H -0.282 -2.874 3.391  O23 0.985
30 H 1.475 -2.122 5.197  O24 0.964
31 C 3.970 -2.671 -0.045  C32 1.522, O34 1.419, H35 1.106, H36 1.096
32 C 3.365 -2.548 -1.437  C31 1.522, O33 1.425, H37 1.095, H38 1.088
33 O 4.242 -3.050 -2.442  C32 1.425, H39 0.965
34 O 5.140 -1.882 0.103  C31 1.419, H40 0.965
35 H 4.305 -3.719 0.072  C31 1.106
36 H 3.160 -2.566 0.685  C31 1.096
37 H 3.301 -1.474 -1.646  C32 1.095
38 H 2.361 -2.956 -1.521  C32 1.088
39 H 4.376 -3.982 -2.231  O33 0.965
40 H 5.244 -1.391 -0.721  O34 0.965
41 C -1.207 1.547 -4.650  C42 1.520, O44 1.448, H45 1.093, H46 1.094
42 C -0.121 2.586 -4.884  C41 1.520, O43 1.417, H47 1.087, H48 1.100
43 O 1.134 1.999 -5.180  C42 1.417, H49 0.961
44 O -1.036 0.889 -3.372  C41 1.448, H50 0.985
45 H -1.202 0.777 -5.425  C41 1.093
46 H -2.126 2.137 -4.593  C41 1.094
47 H -0.007 3.224 -4.011  C42 1.087
48 H -0.489 3.218 -5.705  C42 1.100
49 H 1.030 1.241 -5.762  O43 0.961
50 H -0.160 0.449 -3.471  O44 0.985
51 C -3.200 4.077 -1.437  C52 1.506, O54 1.452, H55 1.096, H56 1.095
52 C -1.777 4.126 -0.946  C51 1.506, O53 1.403, H57 1.092, H58 1.101
53 O -1.190 5.399 -0.980  C52 1.403, H59 0.961
54 O -4.111 4.791 -0.560  C51 1.452, H60 0.968
55 H -3.607 3.069 -1.574  C51 1.096
56 H -3.328 4.540 -2.421  C51 1.095
57 H -1.212 3.463 -1.604  C52 1.092
58 H -1.767 3.737 0.084  C52 1.101
59 H -1.776 6.091 -0.659  O53 0.961
60 H -3.910 4.412 0.309  O54 0.968
61 C 3.169 2.803 1.957  C62 1.499, O64 1.437, H65 1.095, H66 1.097
62 C 2.006 3.392 1.217  C61 1.499, O63 1.434, H67 1.093, H68 1.098
63 O 1.509 4.584 1.840  C62 1.434, H69 0.957
64 O 2.764 2.377 3.268  C61 1.437, H70 0.961
65 H 4.071 3.424 1.930  C61 1.095
66 H 3.575 1.882 1.519  C61 1.097
67 H 1.241 2.653 0.965  C62 1.093
68 H 2.359 3.703 0.225  C62 1.098
69 H 1.646 5.287 1.205  O63 0.957
70 H 3.217 2.870 3.957  O64 0.961
71 C -0.985 2.996 4.833  C72 1.527, O74 1.424, H75 1.096, H76 1.091
72 C -0.796 2.471 3.412  C71 1.527, O73 1.418, H77 1.097, H78 1.091
73 O 0.125 1.393 3.435  C72 1.418, H79 0.974
74 O 0.301 3.290 5.368  C71 1.424, H80 0.957
75 H -1.401 2.175 5.429  C71 1.096
76 H -1.623 3.879 4.897  C71 1.091
77 H -0.424 3.282 2.773  C72 1.097
78 H -1.742 2.127 2.991  C72 1.091
79 H 0.957 1.754 3.792  O73 0.974
80 H 0.222 3.906 6.096  O74 0.957
81 O 1.344 -5.420 -0.747  H82 0.973, H83 0.963
82 H 0.521 -4.972 -0.487  O81 0.973
83 H 1.888 -5.411 0.047  O81 0.963
84 O 0.656 -0.865 -3.067  H85 0.981, H86 0.987
85 H 0.075 -1.598 -3.361  O84 0.981
86 H 0.689 -0.965 -2.086  O84 0.987
87 O -3.053 -3.037 1.623  H88 0.961, H89 0.969
88 H -3.336 -2.827 2.517  O87 0.961
89 H -3.826 -2.849 1.070  O87 0.969
90 O 1.577 2.064 -2.297  H91 0.966, H92 0.965
91 H 1.598 1.518 -3.094  O90 0.966
92 H 0.665 2.372 -2.238  O90 0.965
93 O -1.109 -3.781 -0.235  H94 0.985, H95 0.968
94 H -1.647 -3.464 0.527  O93 0.985
95 H -1.727 -3.810 -0.979  O93 0.968
96 O -0.692 -1.215 3.770  H97 0.983, H98 0.961
97 H -0.216 -0.363 3.885  O96 0.983
98 H -1.603 -0.959 3.598  O96 0.961
99 O -3.896 0.135 0.545  H100 0.984, H101 0.962
100 H -2.967 0.133 0.223  O99 0.984
101 H -3.834 0.349 1.482  O99 0.962

Results
HOMO ... -0.3483 Ha
HOMO-LUMO gap ... 0.3486 Eh
2S+1 ... 1
DFT total energy ... -2377.20399 Eh

So what do the calculations give for relative energy (zero: lowest compared OMol25 entry of this formula, charge and spin)? Going down the list: 0.0, 26.4 kcal/mol.